Entry from OMol25: a cluster of 3 separate species, C2H7O2PS in total at a distorted geometry (ωB97M-V/def2-TZVPD).

Results
**Frontier orbital gap (alpha / beta)**: 8.34 / 8.34 eV
**Net charge**: 0
**Relative energy (zero: lowest compared OMol25 entry of this formula, charge and spin)**: 4.118 eV
**HOMO level (alpha / beta)**: -9.04 / -9.04 eV

CARTESIAN COORDINATES (ANGSTROEM)
H: 1.0916 -1.5206 0.8327
H: 0.7370 3.2137 -0.9582
O: 0.6228 0.7179 0.0957
H: -1.8845 0.7549 1.2053
H: 2.2087 2.9615 -1.9854
P: -1.8340 0.0993 0.0030
C: 1.5984 2.5209 -1.3406
H: -2.7394 -1.4536 1.5817
H: -2.7748 -2.0498 -0.1697
S: 1.7875 0.9528 -0.8095
C: -2.6553 -1.2847 0.5081
O: 1.7824 -2.0521 0.2631
H: 2.0596 -2.8602 0.7736

The molecule's Löwdin atomic charges, reported in e, are given here: number 1, H, carries 0.063; number 2, H, carries 0.087; number 3, O, carries -0.769; number 4, H, carries -0.148; number 5, H, carries -0.057; number 6, P, carries 0.794; number 7, C, carries -0.257; number 8, H, carries -0.020; number 9, H, carries -0.070; number 10, S, carries 0.911; number 11, C, carries -0.421; number 12, O, carries -0.164; number 13, H, carries 0.051